{"formula": "C7H14F2O4P", "method": "ωB97M-V with the def2-TZVPD basis set", "species": ["C", "C", "C", "C", "C", "C", "C", "O", "O", "O", "O", "F", "F", "P", "H", "H", "H", "H", "H", "H", "H", "H", "H", "H", "H", "H", "H", "H"], "positions_angstrom": [[2.370, -1.105, 0.619], [-3.127, 0.930, -0.612], [0.508, -1.710, -1.942], [1.982, 0.356, 0.338], [-1.635, 0.846, -0.548], [-0.608, -1.556, 3.555], [0.262, -0.296, -1.370], [-0.799, -2.371, 1.014], [-2.835, -1.253, 2.137], [1.276, 0.497, -0.892], [-0.966, -0.071, -1.153], [0.734, -1.174, 3.681], [-1.203, -0.812, 4.546], [-1.387, -1.301, 1.919], [2.264, -1.184, 1.686], [1.437, -1.590, 0.264], [3.194, -1.482, 0.135], [-3.293, 1.890, -0.127], [-3.566, 1.012, -1.629], [-3.612, 0.105, -0.074], [1.388, -1.708, -2.478], [-0.344, -2.019, -2.564], [0.408, -2.625, -1.242], [2.731, 1.103, 0.243], [1.387, 0.845, 1.195], [-0.843, 0.018, 1.845], [-1.180, 1.798, -0.256], [-0.663, -2.620, 3.826]], "total_energy_ev": -30398.15247, "orbital_gap_ev": [6.7, 6.9], "de_lowest_kcal_mol": 4.5, "total_charge": -1, "multiplicity": 1, "largest_force_ev_per_a": 4.6}

{"formula": "C7H14FNO2", "method": "ωB97M-V with the def2-TZVPD basis set", "species": ["F", "C", "C", "C", "N", "C", "C", "H", "H", "H", "H", "H", "H", "H", "H", "H", "H", "H", "C", "C", "O", "O", "H", "H", "H"], "positions_angstrom": [[0.345, -1.358, -1.937], [0.209, -0.903, -0.643], [1.429, -0.069, -0.240], [1.688, -0.169, 1.256], [0.327, -0.121, 1.903], [-0.507, -1.359, 1.617], [-0.015, -2.041, 0.341], [-0.682, -0.267, -0.568], [1.215, 0.991, -0.362], [2.296, -0.400, -0.812], [2.221, 0.717, 1.592], [2.228, -1.063, 1.562], [0.433, 0.033, 2.903], [-0.160, 0.711, 1.519], [-0.518, -2.008, 2.488], [-1.515, -0.996, 1.419], [-0.823, -2.678, -0.018], [0.884, -2.642, 0.489], [-1.221, 1.767, -2.416], [-1.420, 2.182, -0.946], [-2.564, 2.106, -0.471], [-0.369, 2.558, -0.340], [-2.162, 1.454, -2.864], [-0.815, 2.607, -2.982], [-0.503, 0.949, -2.489]], "total_energy_ev": -15787.36888, "orbital_gap_ev": 7.0, "de_lowest_kcal_mol": 0.0, "total_charge": 0, "multiplicity": 1, "largest_force_ev_per_a": 0.9}

{"formula": "C7H14FeOP", "method": "ωB97M-V with the def2-TZVPD basis set", "species": ["C", "C", "C", "C", "C", "Fe", "P", "H", "H", "H", "H", "H", "H", "H", "H", "C", "C", "O", "H", "H", "H", "H", "H", "H"], "positions_angstrom": [[1.222, 0.089, -1.183], [0.862, -0.298, -2.524], [-0.020, 0.679, -3.172], [-0.093, 1.753, -2.258], [0.657, 1.467, -0.998], [0.076, 0.769, 1.462], [1.482, -0.532, 2.620], [1.969, -0.347, -0.486], [1.198, -1.157, -3.091], [-0.609, 0.523, -4.099], [1.161, 2.262, -0.419], [-0.662, 2.659, -2.480], [2.260, 0.115, 3.602], [2.417, -1.487, 2.216], [0.843, -1.360, 3.611], [-4.075, -0.485, 1.632], [-2.575, -0.630, 1.911], [-1.708, 0.011, 0.890], [-4.373, 0.559, 1.473], [-4.599, -0.855, 2.523], [-4.411, -1.088, 0.776], [-2.267, -0.148, 2.853], [-2.268, -1.684, 1.981], [-2.148, -0.039, 0.009]], "total_energy_ev": -53203.05184, "orbital_gap_ev": [5.8, 5.9], "de_lowest_kcal_mol": 25.6, "total_charge": 0, "multiplicity": 6, "largest_force_ev_per_a": 3.3}

{"formula": "C7H14N", "method": "ωB97M-V with the def2-TZVPD basis set", "species": ["C", "C", "C", "C", "C", "C", "C", "N", "H", "H", "H", "H", "H", "H", "H", "H", "H", "H", "H", "H", "H", "H"], "positions_angstrom": [[1.336, 0.392, 2.733], [1.104, 1.537, 2.123], [0.071, 0.498, 2.012], [-1.270, -1.763, 0.339], [1.262, 0.427, -1.606], [-0.064, -0.933, 0.040], [-0.111, -0.003, -1.126], [-0.862, 1.237, -0.652], [1.948, -0.211, 3.355], [1.402, 2.533, 1.901], [-0.923, 0.448, 2.421], [-2.195, -1.190, 0.295], [-1.353, -2.586, -0.376], [-1.187, -2.207, 1.327], [1.817, 0.909, -0.806], [1.194, 1.099, -2.458], [1.825, -0.446, -1.923], [0.881, -1.430, 0.196], [-0.689, -0.424, -1.957], [-1.876, 1.097, -0.689], [-0.617, 2.068, -1.202], [-0.565, 1.308, 0.360]], "total_energy_ev": -8964.80718, "orbital_gap_ev": 8.3, "de_lowest_kcal_mol": 98.5, "total_charge": 1, "multiplicity": 1, "largest_force_ev_per_a": 3.0}

{"formula": "C7H14N", "method": "ωB97M-V with the def2-TZVPD basis set", "species": ["C", "C", "C", "C", "C", "C", "C", "N", "H", "H", "H", "H", "H", "H", "H", "H", "H", "H", "H", "H", "H", "H"], "positions_angstrom": [[-1.112, 0.073, 2.904], [-0.182, -0.260, 2.016], [0.294, 0.735, 1.008], [-0.013, 1.000, -0.260], [0.646, 2.109, -0.990], [-0.788, 0.005, -1.134], [0.156, -1.048, -1.676], [0.536, -2.018, -0.530], [-1.361, -0.613, 3.699], [-1.734, 0.948, 2.776], [0.262, -1.250, 2.110], [1.021, 1.389, 1.485], [1.283, 1.842, -1.845], [-0.068, 2.747, -1.530], [1.257, 2.769, -0.377], [-1.121, 0.615, -1.971], [-1.662, -0.395, -0.618], [1.090, -0.543, -1.816], [-0.217, -1.597, -2.531], [0.535, -2.983, -0.845], [-0.160, -1.896, 0.216], [1.339, -1.630, -0.093]], "total_energy_ev": -8967.96046, "orbital_gap_ev": 9.9, "de_lowest_kcal_mol": 25.8, "smiles": "C=C/C=C(/C)CC[NH3+]", "total_charge": 1, "multiplicity": 1, "largest_force_ev_per_a": 2.5}

{"formula": "C7H14N", "method": "ωB97M-V with the def2-TZVPD basis set", "species": ["C", "C", "C", "C", "C", "C", "C", "N", "H", "H", "H", "H", "H", "H", "H", "H", "H", "H", "H", "H", "H", "H"], "positions_angstrom": [[-2.065, 0.967, 2.241], [-1.071, 0.753, 1.389], [-0.750, -0.639, 0.951], [0.296, -0.959, 0.209], [0.520, -2.284, -0.335], [1.362, 0.071, -0.150], [1.329, 0.472, -1.613], [0.107, 1.405, -1.807], [-2.252, 1.956, 2.815], [-2.676, 0.178, 2.740], [-0.437, 1.587, 1.076], [-1.397, -1.449, 1.259], [0.698, -2.380, -1.379], [1.420, -2.821, 0.050], [-0.396, -2.896, -0.140], [2.356, -0.441, -0.107], [1.572, 0.990, 0.469], [1.037, -0.419, -2.232], [2.197, 0.965, -2.070], [0.074, 2.110, -2.548], [-0.030, 1.909, -0.924], [-0.742, 0.897, -2.069]], "total_energy_ev": -8967.94779, "orbital_gap_ev": 8.7, "de_lowest_kcal_mol": 26.1, "smiles": "C=C/C=C(/C)CC[NH3+]", "total_charge": 1, "multiplicity": 1, "largest_force_ev_per_a": 3.2}